{"formula": "C54H43FN2O35S", "method": "wB97M-V/def2-TZVPD", "smiles": "CCC[C@H](C)N(N=C=O)S(=O)(=O)F.O=C1C=C(O)C(=O)C=C1O.O=C1C=C(O)C(=O)C=C1O.O=C1C=C(O)C(=O)C=C1O.O=C1C=C(O)C(=O)C=C1O.O=C1C=C(O)C(=O)C=C1O.O=C1C=C(O)C(=O)C=C1O.O=C1C=C(O)C(=O)C=C1O.O=C1C=C(O)C(=O)C=C1O", "homo_lumo_gap_ev": 7.6758, "species": ["C", "C", "C", "C", "C", "N", "N", "C", "O", "S", "O", "O", "F", "H", "H", "H", "H", "H", "H", "H", "H", "H", "H", "H", "C", "C", "C", "O", "C", "C", "C", "O", "O", "O", "H", "H", "H", "H", "C", "C", "C", "O", "C", "C", "C", "O", "O", "O", "H", "H", "H", "H", "C", "C", "C", "O", "C", "C", "C", "O", "O", "O", "H", "H", "H", "H", "C", "C", "C", "O", "C", "C", "C", "O", "O", "O", "H", "H", "H", "H", "C", "C", "C", "O", "C", "C", "C", "O", "O", "O", "H", "H", "H", "H", "C", "C", "C", "O", "C", "C", "C", "O", "O", "O", "H", "H", "H", "H", "C", "C", "C", "O", "C", "C", "C", "O", "O", "O", "H", "H", "H", "H", "C", "C", "C", "O", "C", "C", "C", "O", "O", "O", "H", "H", "H", "H"], "xyz": [[1.21426, -2.21494, -3.11860], [0.05841, -2.28156, -4.22797], [-0.90238, -0.99911, -4.17033], [-2.35823, -1.43159, -4.61990], [-3.14524, -0.14336, -5.11194], [-3.00493, -2.22753, -3.55376], [-3.06137, -1.61150, -2.29208], [-4.14795, -1.02184, -2.03461], [-5.01133, -0.25808, -1.89297], [-4.38913, -3.06294, -4.01970], [-4.93916, -3.89532, -2.95308], [-5.40502, -2.25587, -4.68809], [-3.85664, -4.14051, -5.17120], [2.15177, -1.82475, -3.60000], [1.40560, -3.23711, -2.69305], [0.89931, -1.51687, -2.28276], [0.56936, -2.25455, -5.24478], [-0.54168, -3.23372, -4.17404], [-0.48407, -0.19373, -4.84900], [-0.84341, -0.59399, -3.12020], [-2.23866, -2.10906, -5.52580], [-3.26178, -0.07782, -6.22941], [-2.53607, 0.76155, -4.78886], [-4.16888, -0.01237, -4.65572], [-5.13634, -2.38032, 2.99181], [-4.65294, -1.90604, 1.83979], [-3.37668, -1.12480, 1.79395], [-2.95278, -0.72178, 0.72495], [-2.68456, -0.87074, 3.05609], [-3.17053, -1.34155, 4.20460], [-4.42759, -2.14336, 4.24944], [-4.82671, -2.56989, 5.31792], [-2.54375, -1.11166, 5.38050], [-5.29775, -2.11417, 0.67057], [-6.05564, -2.94787, 3.04010], [-1.77330, -0.29025, 3.01252], [-3.09032, -1.55502, 6.05842], [-4.75521, -1.67887, -0.01377], [-1.57115, -6.46758, -4.06816], [-2.17228, -7.66153, -4.07929], [-1.55226, -8.85274, -3.42366], [-2.14044, -9.91815, -3.43967], [-0.24547, -8.68346, -2.78708], [0.35620, -7.49039, -2.77946], [-0.27665, -6.29450, -3.41118], [0.29809, -5.22041, -3.36565], [1.56248, -7.31311, -2.19995], [-3.36462, -7.84382, -4.68138], [-2.01045, -5.59762, -4.53694], [0.20102, -9.55665, -2.33139], [1.77831, -6.36799, -2.32738], [-3.58291, -8.78671, -4.54822], [-4.27868, 3.91371, 3.26725], [-3.93691, 5.20492, 3.31063], [-2.66296, 5.65175, 3.94764], [-2.37992, 6.83769, 3.94888], [-1.80344, 4.63758, 4.55324], [-2.14627, 3.34619, 4.51355], [-3.40736, 2.89544, 3.85173], [-3.67269, 1.70777, 3.82137], [-1.36895, 2.39414, 5.06884], [-4.72734, 6.16081, 2.78005], [-5.19723, 3.57621, 2.80692], [-0.89236, 4.97749, 5.02703], [-1.83258, 1.54818, 4.90718], [-4.26125, 7.00429, 2.93854], [5.92222, -3.70693, -2.51313], [7.19745, -3.75423, -2.90836], [7.56860, -4.18061, -4.29072], [8.74013, -4.19246, -4.61897], [6.49060, -4.57499, -5.20000], [5.21617, -4.53002, -4.80119], [4.84524, -4.07755, -3.42768], [3.66851, -4.03380, -3.11005], [4.20588, -4.89140, -5.62265], [8.20220, -3.41774, -2.07432], [5.64061, -3.39803, -1.51539], [6.77255, -4.89863, -6.19260], [3.38833, -4.76795, -5.10114], [9.02170, -3.53304, -2.59358], [-1.96210, 0.22634, -9.72384], [-1.95503, 0.49793, -11.03258], [-2.87843, -0.19889, -11.97872], [-2.85340, 0.09095, -13.16028], [-3.77966, -1.21500, -11.43493], [-3.78397, -1.48862, -10.12680], [-2.87967, -0.77211, -9.17815], [-2.92751, -1.03860, -7.98898], [-4.60584, -2.42379, -9.60591], [-1.11546, 1.41316, -11.55717], [-1.30053, 0.72504, -9.02849], [-4.43055, -1.72467, -12.13198], [-4.42023, -2.43184, -8.64663], [-1.30725, 1.42439, -12.51529], [-3.35509, 9.11085, 8.05321], [-2.65723, 9.94969, 8.82236], [-1.27818, 10.38239, 8.45136], [-0.68262, 11.16468, 9.17240], [-0.69217, 9.84035, 7.22863], [-1.38410, 8.99550, 6.45295], [-2.78171, 8.58238, 6.81300], [-3.39789, 7.82905, 6.08561], [-0.83836, 8.49297, 5.32277], [-3.16849, 10.44496, 9.97011], [-4.35593, 8.79212, 8.31095], [0.31480, 10.15092, 6.98392], [-1.50946, 7.89925, 4.90350], [-2.47266, 11.02390, 10.33717], [4.69153, -8.30150, 0.37187], [5.19744, -7.84040, -0.77553], [6.46302, -7.04870, -0.80737], [6.89876, -6.66301, -1.87748], [7.12824, -6.76383, 0.46322], [6.62112, -7.22185, 1.61198], [5.36932, -8.03717, 1.64147], [4.95042, -8.45077, 2.70675], [7.21699, -6.96870, 2.79530], [4.58845, -8.07022, -1.95787], [3.77701, -8.87775, 0.40789], [8.03440, -6.17439, 0.42762], [6.65948, -7.40732, 3.46726], [5.15054, -7.63722, -2.62919], [4.41281, 10.79029, 8.30136], [5.27590, 10.07351, 9.02670], [4.97511, 9.68426, 10.43730], [5.78160, 9.01406, 11.05724], [3.71188, 10.13491, 11.01960], [2.84771, 10.85563, 10.29622], [3.13737, 11.22177, 8.87540], [2.31941, 11.86303, 8.24262], [1.67984, 11.28102, 10.81810], [6.45848, 9.66769, 8.51723], [4.61839, 11.07627, 7.27876], [3.51441, 9.86123, 12.04693], [1.23411, 11.77553, 10.10018], [6.89416, 9.16903, 9.23552]], "forces_ev_per_angstrom": [[-0.77, -0.10, -0.37], [0.54, 0.85, -0.15], [0.77, -1.34, 0.04], [0.76, 1.59, -1.66], [-0.06, 1.04, 0.67], [-0.08, -1.57, -1.80], [-2.15, 0.47, 1.24], [1.59, 1.40, -1.58], [0.26, -1.18, 0.75], [-3.69, -1.63, 0.11], [2.12, 1.42, -1.38], [2.36, -0.75, 0.36], [0.01, 2.00, 1.68], [-0.82, -0.36, 0.69], [-0.09, 1.22, -0.47], [0.44, -0.81, -0.89], [-0.71, -0.28, 1.10], [0.69, 1.13, 0.17], [-0.80, -0.94, 0.65], [-0.58, -0.31, -1.06], [-0.21, 0.54, 1.28], [0.21, -0.34, 1.45], [-0.84, -0.99, -0.38], [1.05, -0.35, -0.46], [0.06, -0.01, 0.29], [-0.77, -0.39, -0.47], [0.50, 0.31, 0.21], [-0.41, -0.14, -0.11], [0.05, -0.18, -0.36], [0.79, 0.33, 0.35], [-0.60, -0.30, -0.18], [0.33, 0.21, 0.07], [-0.75, -0.32, -0.40], [0.82, 0.40, 0.51], [0.03, 0.01, -0.02], [-0.02, -0.02, -0.03], [0.09, 0.06, -0.01], [-0.21, -0.16, 0.33], [0.33, 0.22, 0.10], [-0.79, 0.46, -0.54], [0.47, -0.41, 0.36], [-0.20, 0.25, -0.20], [-0.26, -0.17, -0.09], [0.79, -0.46, 0.54], [-0.54, 0.34, -0.36], [0.24, -0.52, 0.16], [-0.79, 0.47, -0.50], [0.77, -0.44, 0.52], [-0.02, -0.04, 0.02], [0.00, 0.03, 0.00], [0.07, -0.08, 0.07], [-0.06, 0.09, -0.03], [0.12, -0.33, 0.08], [-0.89, 0.32, -0.52], [0.69, -0.31, 0.40], [-0.41, -0.29, -0.79], [-0.12, 0.46, -0.07], [0.93, -0.27, 0.58], [-0.68, 0.10, -0.37], [0.26, 0.15, 0.24], [-0.91, 0.23, -0.59], [0.93, -0.21, 0.48], [0.02, 0.03, 0.00], [0.00, -0.03, -0.01], [0.10, -0.01, 0.14], [-0.16, -0.01, -0.03], [-0.38, 0.05, -0.12], [0.21, 0.34, 0.98], [-0.02, -0.28, -0.61], [-0.04, 0.12, 0.36], [0.27, 0.04, 0.09], [-0.20, -0.34, -0.95], [0.15, 0.25, 0.71], [0.13, -0.36, -0.33], [0.20, 0.32, 0.92], [-0.23, -0.32, -0.95], [0.02, 0.00, -0.02], [-0.02, 0.01, 0.02], [0.02, 0.00, -0.11], [-0.03, 0.02, 0.10], [-0.15, -0.21, 0.31], [0.78, 0.71, 0.19], [-0.53, -0.48, -0.27], [0.29, 0.22, 0.19], [0.15, 0.20, -0.23], [-0.77, -0.73, -0.18], [0.51, 0.45, 0.12], [-0.14, -0.40, -0.45], [0.76, 0.72, 0.21], [-0.75, -0.68, -0.18], [-0.01, 0.00, -0.03], [0.00, 0.01, 0.03], [-0.13, -0.07, -0.06], [0.06, 0.06, 0.07], [0.02, -0.16, -0.26], [-0.83, 0.04, 0.67], [0.71, -0.03, -0.56], [-0.41, 0.02, 0.31], [-0.05, 0.22, 0.42], [1.00, -0.16, -0.95], [-0.46, 0.00, 0.34], [0.09, 0.13, 0.17], [-1.05, 0.25, 1.10], [0.78, 0.00, -0.59], [0.02, 0.02, -0.01], [-0.03, 0.02, -0.02], [0.32, 0.04, -0.07], [-0.10, -0.04, 0.02], [0.03, -0.02, 0.32], [-0.81, -0.43, -0.47], [0.57, 0.31, 0.32], [-0.29, -0.18, -0.16], [-0.02, 0.03, -0.37], [0.80, 0.48, 0.48], [-0.61, -0.35, -0.21], [0.33, 0.22, 0.06], [-0.78, -0.46, -0.47], [0.80, 0.44, 0.43], [0.02, 0.02, -0.02], [-0.02, -0.01, 0.01], [0.10, 0.05, 0.00], [-0.06, -0.10, 0.01], [-0.27, 0.12, 0.00], [0.60, 0.02, -0.83], [-0.40, -0.04, 0.67], [0.18, 0.06, -0.36], [0.36, -0.19, -0.05], [-0.71, 0.07, 0.93], [0.31, 0.08, -0.60], [-0.06, -0.05, 0.31], [0.82, 0.04, -0.88], [-0.57, -0.02, 0.79], [0.00, -0.02, 0.02], [-0.01, 0.01, -0.03], [-0.23, -0.18, 0.07], [0.00, 0.03, -0.10]], "lowdin_charge": [-0.11, -0.23, -0.16, -0.34, -0.05, -0.23, 0.14, -0.29, 0.24, 0.73, -0.26, -0.26, -0.19, 0.07, 0.04, 0.07, 0.11, 0.07, 0.12, 0.10, 0.14, 0.06, 0.09, 0.07, 0.08, -0.21, -0.29, 0.11, 0.05, -0.24, -0.31, 0.11, 0.10, 0.11, 0.14, 0.14, 0.12, 0.06, 0.09, -0.22, -0.31, 0.11, 0.08, -0.22, -0.29, 0.09, 0.10, 0.11, 0.11, 0.14, 0.11, 0.12, 0.09, -0.21, -0.28, 0.07, 0.09, -0.21, -0.29, 0.11, 0.11, 0.11, 0.14, 0.14, 0.10, 0.12, 0.06, -0.24, -0.31, 0.12, 0.08, -0.23, -0.31, 0.09, 0.10, 0.10, 0.14, 0.14, 0.11, 0.12, 0.08, -0.23, -0.31, 0.12, 0.08, -0.22, -0.29, 0.08, 0.11, 0.11, 0.14, 0.14, 0.12, 0.12, 0.08, -0.23, -0.30, 0.10, 0.08, -0.21, -0.30, 0.12, 0.09, 0.10, 0.14, 0.13, 0.06, 0.12, 0.08, -0.22, -0.30, 0.11, 0.08, -0.23, -0.31, 0.12, 0.11, 0.10, 0.14, 0.14, 0.12, 0.12, 0.08, -0.23, -0.32, 0.11, 0.07, -0.22, -0.31, 0.11, 0.10, 0.10, 0.14, 0.14, 0.09, 0.12]}